Entry 1:
# C5H14NO3S

3 unconnected molecules or ions with the total composition C5H14NO3S (ωB97M-V with the def2-TZVPD basis set, the Open Molecules 2025 dataset).

Kohn-Sham gap: 6.408 eV
charge: -1
E: -23879.111 eV

Geometry (Å):
C 1.327 1.163 0.435
C 2.267 0.299 1.336
S 1.460 -1.437 1.708
C -0.016 0.612 0.305
N -0.206 -0.226 -0.833
C 0.637 -1.333 -1.336
C -1.593 -0.253 -1.223
O -0.925 0.964 1.098
H 1.864 1.243 -0.518
H 1.326 2.195 0.893
H 3.250 -0.005 0.912
H 2.600 0.815 2.267
H 1.606 -1.645 -0.833
H 0.045 -2.241 -1.197
H 0.913 -1.144 -2.434
H -2.286 -0.445 -0.389
H -1.621 -0.974 -2.038
H -1.919 0.846 -1.409
H -2.080 2.374 -0.919
H -0.729 2.671 -0.031
O -1.293 2.916 -0.657
H -1.072 -2.688 1.887
H -1.696 -1.327 1.528
O -1.857 -2.378 1.447

Which charges does Mulliken predict for the atoms? In e, they are:
1 C -0.61
2 C -0.81
3 S -0.64
4 C -0.09
5 N 0.51
6 C -0.99
7 C -0.66
8 O -0.60
9 H 0.27
10 H 0.35
11 H 0.25
12 H 0.32
13 H 0.26
14 H 0.41
15 H 0.31
16 H 0.28
17 H 0.48
18 H -0.14
19 H 0.39
20 H 0.35
21 O -0.59
22 H 0.28
23 H 0.35
24 O -0.68


Entry 2:
# C5H14NO4

3 unconnected molecules or ions with the total composition C5H14NO4 (ωB97M-V with the def2-TZVPD basis set, the Open Molecules 2025 dataset).

Kohn-Sham gap: 7.682 eV
charge: -1
E: -15092.214 eV

Geometry (Å):
C -2.341 0.015 -0.365
C -0.984 0.269 -1.060
C -0.095 -0.973 -1.168
C 0.326 -1.347 -2.578
O 1.444 -1.736 -2.836
N -0.403 1.449 -0.359
C 0.183 1.329 0.989
O 1.019 0.284 1.203
H -3.187 0.498 -0.841
H -2.602 -1.045 -0.271
H -2.226 0.342 0.666
H -1.110 0.767 -2.031
H -0.781 -1.820 -0.993
H 0.753 -1.027 -0.500
H -0.462 -1.487 -3.346
H 0.245 1.950 -0.957
H -0.691 1.275 1.699
H 0.718 2.280 1.196
H -0.487 -0.772 2.951
H 0.928 -0.761 2.802
O 0.245 -1.302 3.288
H 2.446 0.542 1.258
H 3.592 0.613 0.152
O 3.469 0.657 1.102

Which charges does Mulliken predict for the atoms? In e, they are:
1 C -1.20
2 C 0.14
3 C -0.38
4 C -0.10
5 O -0.51
6 N -0.38
7 C -0.67
8 O -0.79
9 H 0.28
10 H 0.34
11 H 0.27
12 H 0.49
13 H 0.21
14 H 0.24
15 H 0.36
16 H 0.29
17 H 0.23
18 H 0.28
19 H 0.29
20 H 0.41
21 O -0.72
22 H 0.44
23 H 0.25
24 O -0.77


Entry 3:
# C5H14O

2 unconnected molecules or ions with the total composition C5H14O (ωB97M-V with the def2-TZVPD basis set, the Open Molecules 2025 dataset).

Kohn-Sham gap: 11.085 eV
E: -7458.491 eV

Geometry (Å):
C 0.003 1.830 1.216
C -1.121 2.705 0.746
O 0.917 2.737 1.934
H -0.213 1.106 1.994
H 0.636 1.392 0.447
H -1.722 3.010 1.606
H 1.439 2.209 2.549
H -1.750 2.124 0.072
H -0.806 3.646 0.326
C 0.679 -2.351 -1.318
C -0.144 -3.239 -0.384
C -0.270 -1.616 -2.270
H 1.527 -2.894 -1.716
H 1.025 -1.535 -0.673
H -0.904 -2.745 0.216
H -0.527 -4.148 -0.855
H -0.274 -2.166 -3.205
H 0.559 -3.658 0.351
H -0.075 -0.614 -2.649
H -1.324 -1.717 -2.022

Which charges does Mulliken predict for the atoms? In e, they are:
1 C -0.07
2 C -1.04
3 O -0.56
4 H 0.28
5 H 0.19
6 H 0.28
7 H 0.29
8 H 0.31
9 H 0.32
10 C -0.03
11 C -1.23
12 C -1.23
13 H 0.35
14 H 0.08
15 H 0.35
16 H 0.33
17 H 0.34
18 H 0.35
19 H 0.35
20 H 0.35


For the records above, the corresponding lowest unoccupied orbital energy values read 3.4 3.4 0.9 eV.
For the records above, the corresponding energy above the lowest of the compared OMol25 structures with the same formula, charge and spin values read 2.812 2.705 1.295 eV.